# 1
The following is a DFT calculation (wB97M-V/def2-TZVPD) of 4 unconnected molecules or ions with the total composition C19H24Br2F2N6O5PS in a non-equilibrium geometry.

Each line ends with the Mulliken charge.
Positions of all 60 atoms, in Å:
C1 3.019 1.123 2.464  -0.662
C2 2.123 1.456 1.369  -0.321
P1 2.323 0.703 -0.404  0.247
C3 2.198 2.400 -1.273  -0.339
Br1 0.537 3.480 -0.888  -0.244
C4 3.160 2.983 -2.135  0.261
C5 4.528 2.226 -2.458  -0.689
Br2 2.805 4.767 -2.950  -0.270
O1 2.720 -0.252 -1.793  -0.291
C6 1.737 -1.309 -1.764  -0.653
C7 0.313 -0.486 -1.652  0.210
C8 -0.593 -1.532 -0.837  -0.980
C9 -2.063 -0.907 -0.680  -0.473
S1 -2.925 -1.370 0.913  -0.166
C10 -4.426 -0.282 0.908  0.489
N1 -5.260 0.177 1.975  -0.254
N2 -6.160 0.980 1.298  -0.432
C11 -5.896 1.006 -0.120  -0.029
O2 -4.753 0.164 -0.389  -0.162
N3 0.021 -0.179 -3.091  0.406
C12 -0.498 -1.327 -3.838  0.454
O3 -1.639 -1.802 -3.791  -0.417
F1 0.427 -1.923 -4.768  -0.259
C13 -0.784 1.037 -3.282  0.546
O4 -1.998 1.173 -3.081  -0.424
F2 -0.097 2.174 -3.817  -0.225
O5 0.584 0.615 -0.744  -0.199
H1 4.107 1.460 2.430  0.245
H2 2.653 0.576 3.406  0.213
H3 1.263 2.175 1.652  0.195
H4 3.748 0.840 -0.105  -0.043
H5 2.384 -0.542 0.337  0.185
H6 4.256 1.300 -3.086  0.001
H7 5.110 1.867 -1.548  0.274
H8 5.152 2.889 -3.171  0.308
H9 1.868 -2.160 -0.986  0.238
H10 1.952 -1.867 -2.740  0.303
H11 -0.131 -1.694 0.208  0.537
H12 -0.670 -2.549 -1.358  0.336
H13 -1.968 0.246 -0.659  0.295
H14 -2.785 -1.181 -1.536  0.346
H15 -6.440 1.570 -0.943  0.339
C14 5.420 -0.788 -5.986  -0.822
C15 5.504 -0.484 -4.520  0.549
N4 5.570 -0.246 -3.365  -0.476
H16 6.400 -1.087 -6.360  0.306
H17 4.710 -1.599 -6.156  0.254
H18 5.086 0.098 -6.530  0.265
C16 -2.369 -0.704 5.020  -0.620
C17 -1.047 -0.931 4.350  0.304
N5 -0.007 -1.111 3.819  -0.439
H19 -2.298 -0.963 6.078  0.274
H20 -2.656 0.345 4.928  0.267
H21 -3.134 -1.325 4.553  0.217
C18 -5.329 -1.295 8.274  -0.780
C19 -4.894 -2.009 7.029  0.404
N6 -4.551 -2.570 6.048  -0.426
H22 -4.794 -1.694 9.136  0.264
H23 -5.116 -0.229 8.183  0.261
H24 -6.401 -1.433 8.424  0.304

Forces on the atoms, in the same order (eV/Å):
C -1.141 0.860 -1.607
C 0.493 0.677 2.678
P 2.817 1.057 2.279
C 2.013 2.532 -2.667
Br 1.239 -0.534 -0.141
C -1.457 -1.867 2.360
C -0.959 0.521 -1.557
Br 0.685 -1.284 0.394
O -1.840 -1.070 0.401
C 0.934 0.153 -1.522
C 3.098 -3.004 3.537
C -1.779 0.373 0.037
C -0.558 1.258 -0.870
S -1.177 0.994 0.098
C -0.214 0.316 0.519
N 2.473 -0.793 -5.942
N 0.533 0.262 -5.145
C 0.700 -1.348 4.942
O -2.379 1.357 3.554
N -1.195 1.054 -0.930
C -2.925 -1.425 -0.691
O 4.674 1.802 -0.274
F -1.645 1.685 2.298
C -3.538 1.844 -0.210
O 4.833 -0.682 -0.750
F -0.946 -3.313 1.241
O -1.034 -2.580 -2.875
H -1.054 -1.869 -0.580
H 0.231 2.070 -0.914
H 0.173 -2.404 -0.163
H -0.191 0.202 -0.487
H -0.746 0.362 -0.176
H 0.252 1.672 1.367
H -0.941 0.728 -1.184
H -0.796 -0.954 1.420
H -0.163 1.877 -0.574
H -1.051 0.797 0.931
H -0.456 0.537 -1.828
H 0.186 1.392 0.643
H -0.102 -1.936 0.007
H 1.438 0.380 1.287
H 1.057 -1.023 1.394
C 0.005 0.224 0.929
C 0.219 0.403 2.579
N 0.250 -1.335 -4.025
H -0.075 0.040 0.099
H 0.049 0.093 0.083
H 0.014 -0.061 0.109
C 0.920 -0.026 -0.566
C 2.327 -0.345 -1.203
N -3.372 0.518 1.778
H 0.066 -0.041 -0.155
H 0.092 -0.082 -0.079
H 0.161 0.071 0.033
C 0.279 -0.430 -0.774
C 0.699 -1.290 -2.167
N -1.263 1.720 3.332
H -0.021 -0.001 -0.135
H -0.002 -0.121 -0.056
H 0.112 -0.017 -0.081

Computed properties:
LUMO energy: 1.90 eV
electronic energy: -204904.1464 eV
Kohn-Sham gap: 5.79 eV
net charge: -1

---

# 2
The following is a DFT calculation (wB97M-V/def2-TZVPD) of a molecular structure, C19H24Cl2F6N5PPt.

Each line ends with the Mulliken charge.
Positions of all 58 atoms, in Å:
Pt1 -0.063 0.165 0.148  2.492
Cl1 4.149 1.411 -0.349  -0.093
C1 2.913 2.089 0.666  -0.227
Cl2 1.342 2.295 -0.257  -0.068
H1 3.165 3.101 0.961  0.442
H2 2.688 1.442 1.505  0.073
F1 1.987 -0.682 0.932  -0.309
P1 1.516 -1.335 2.442  1.343
F2 0.210 -1.928 1.603  -0.337
F3 2.761 -0.620 3.103  -0.342
F4 0.642 0.073 2.605  -0.396
F5 0.937 -1.884 3.791  -0.331
F6 2.327 -2.642 2.098  -0.397
C2 -3.235 4.675 -1.092  -0.426
C3 -2.104 4.099 -1.669  -1.115
C4 -1.701 2.839 -1.287  0.358
C5 -2.439 2.116 -0.332  0.427
C6 -3.583 2.708 0.244  -0.093
C7 -3.965 3.978 -0.136  -0.785
N1 -2.025 0.868 0.059  -0.604
C8 -2.969 -0.059 0.517  0.230
C9 -4.177 -0.233 -0.174  0.210
C10 -5.058 -1.214 0.239  -0.826
C11 -4.757 -2.011 1.339  -0.495
C12 -3.568 -1.827 2.034  -0.955
C13 -2.668 -0.859 1.626  -0.249
H3 -3.541 5.669 -1.385  0.416
H4 -1.545 4.640 -2.419  0.451
H5 -0.841 2.378 -1.754  -0.136
H6 -4.126 2.180 1.015  0.572
H7 -4.829 4.436 0.325  0.407
H8 -4.396 0.375 -1.042  0.560
H9 -5.982 -1.365 -0.301  0.415
H10 -5.454 -2.775 1.657  0.427
H11 -3.342 -2.433 2.900  0.466
H12 -1.761 -0.691 2.193  0.558
C14 -0.375 -0.221 -2.886  -0.139
N2 0.233 -0.925 -1.707  -1.219
C15 -0.438 -2.276 -1.588  -0.410
N3 -0.293 -3.031 -2.802  0.154
C16 -0.895 -2.289 -3.909  -0.671
N4 -0.239 -0.991 -4.093  0.167
C17 1.186 -1.216 -4.352  -0.681
N5 1.811 -1.941 -3.248  0.141
C18 1.691 -1.180 -2.035  -0.214
C19 1.132 -3.227 -3.079  -0.703
H13 0.141 0.736 -2.995  0.156
H14 -1.430 -0.049 -2.658  0.001
H15 -1.494 -2.096 -1.371  0.234
H16 0.024 -2.797 -0.747  0.207
H17 -1.956 -2.131 -3.709  0.341
H18 -0.794 -2.871 -4.825  0.330
H19 1.685 -0.254 -4.485  0.333
H20 1.294 -1.796 -5.268  0.329
H21 2.178 -0.207 -2.131  0.187
H22 2.127 -1.723 -1.197  0.117
H23 1.591 -3.775 -2.255  0.352
H24 1.239 -3.811 -3.994  0.325

Forces on the atoms, in the same order (eV/Å):
Pt 0.348 0.064 0.119
Cl 0.020 -0.031 0.009
C -0.215 0.107 -0.035
Cl 0.035 -0.072 0.111
H 0.051 -0.051 0.000
H 0.054 0.004 -0.022
F -0.048 0.019 -0.151
P -0.015 -0.054 0.061
F -0.050 -0.034 -0.004
F -0.039 -0.025 -0.047
F -0.067 0.012 -0.030
F 0.048 0.022 -0.021
F -0.030 0.075 0.013
C -0.024 0.044 -0.012
C 0.026 -0.052 0.008
C 0.038 0.055 -0.051
C 0.024 -0.015 0.027
C -0.040 0.074 -0.007
C 0.000 -0.075 0.036
N -0.002 -0.052 -0.085
C 0.041 0.001 0.055
C -0.052 -0.078 0.021
C 0.011 0.010 -0.002
C -0.009 0.001 0.010
C 0.032 0.052 -0.043
C -0.062 -0.049 0.006
H 0.004 0.002 -0.004
H 0.013 0.003 -0.016
H -0.025 -0.003 0.000
H 0.004 0.002 0.006
H -0.008 0.007 0.002
H 0.022 0.006 -0.008
H -0.011 0.003 -0.013
H -0.012 -0.014 0.000
H 0.004 -0.006 0.016
H 0.027 0.002 -0.020
C -0.007 0.076 0.171
N -0.035 -0.092 -0.165
C -0.010 0.149 0.177
N -0.077 -0.150 -0.003
C 0.023 0.000 -0.010
N -0.052 0.050 -0.111
C 0.008 -0.002 -0.020
N 0.148 -0.041 -0.061
C -0.092 0.070 0.208
C 0.010 -0.006 -0.020
H -0.032 -0.014 -0.018
H 0.023 0.006 -0.032
H 0.009 -0.041 -0.003
H -0.034 -0.003 -0.034
H -0.001 -0.009 0.009
H -0.003 0.010 0.005
H 0.000 -0.009 0.005
H -0.001 0.011 0.013
H 0.028 -0.025 -0.020
H 0.008 0.044 -0.032
H -0.012 0.009 -0.011
H 0.004 0.011 0.022

Computed properties:
LUMO energy (alpha / beta): -2.44 / -5.71 eV
electronic energy: -81425.6725 eV
spin multiplicity: 4
Kohn-Sham gap (alpha / beta): 9.24 / 6.34 eV
net charge: +1

---

# 3
The following is a DFT calculation (wB97M-V/def2-TZVPD) of a molecular structure, C19H24ClCoNSi in a non-equilibrium geometry.

Each line ends with the Mulliken charge.
Positions of all 47 atoms, in Å:
C1 0.809 -1.535 0.434  -0.513
C2 0.870 -1.158 -0.949  -0.772
C3 -0.442 -1.348 -1.516  0.171
H1 1.767 -0.886 -1.481  0.508
C4 -1.292 -1.875 -0.496  -1.012
C5 -0.494 -2.047 0.669  -0.045
H2 -0.763 -2.597 1.549  0.559
H3 1.628 -1.528 1.138  0.446
H4 -0.736 -1.229 -2.557  0.492
H5 -2.314 -2.181 -0.661  0.463
Co1 -0.558 -0.165 0.053  -0.741
Cl1 0.496 1.791 -0.186  -0.614
C6 0.006 2.445 -3.464  -0.668
C7 -1.222 1.785 -3.763  -0.204
C8 -0.915 0.576 -4.461  -0.867
H6 -2.218 2.155 -3.531  0.422
C9 0.507 0.488 -4.586  -0.512
C10 1.075 1.642 -3.971  -0.589
H7 2.136 1.884 -3.915  0.360
H8 0.111 3.397 -2.952  0.400
H9 -1.639 -0.133 -4.860  0.457
H10 1.056 -0.306 -5.089  0.353
C11 -0.112 0.139 3.590  -1.004
Si1 -1.885 0.474 3.103  -0.081
C12 -3.222 -0.668 3.781  -1.124
C13 -2.359 2.230 3.537  -1.113
N1 -1.909 0.409 1.314  0.625
C14 -2.933 0.859 0.505  0.022
C15 -4.201 0.198 0.381  -0.133
C16 -5.232 0.829 -0.323  -0.593
C17 -5.030 2.079 -0.932  -0.424
C18 -3.763 2.635 -0.983  -0.755
C19 -2.722 2.019 -0.307  0.152
H11 0.061 0.292 4.658  0.412
H12 0.547 0.804 3.014  0.235
H13 0.203 -0.880 3.341  0.222
H14 -3.246 -0.710 4.882  0.362
H15 -4.217 -0.329 3.463  0.298
H16 -3.147 -1.698 3.426  0.317
H17 -1.573 2.907 3.177  0.224
H18 -3.299 2.500 3.035  0.325
H19 -2.505 2.387 4.614  0.365
H20 -4.325 -0.801 0.832  0.385
H21 -6.202 0.340 -0.382  0.318
H22 -5.857 2.581 -1.420  0.314
H23 -3.566 3.575 -1.495  0.396
H24 -1.715 2.455 -0.351  0.157

Forces on the atoms, in the same order (eV/Å):
C 1.021 -1.896 -1.030
C 0.155 -2.155 -0.622
C 1.039 -1.386 -1.071
H -0.241 0.605 0.014
C 0.395 -2.062 -0.867
C 0.384 -1.885 0.215
H -0.390 0.347 0.501
H -0.073 0.086 -0.036
H 0.243 0.479 0.364
H -0.046 0.139 0.199
Co -1.718 6.303 1.996
Cl 1.058 0.980 0.218
C -0.072 -0.797 -0.786
C 0.868 -0.164 -0.369
C 0.574 0.624 0.129
H 0.150 -0.132 0.052
C -0.495 0.580 0.229
C -0.925 0.046 -0.101
H -0.164 -0.097 0.076
H -0.004 -0.220 0.057
H 0.090 0.040 0.108
H -0.061 0.055 0.107
C 0.166 -0.276 0.164
Si -0.374 0.166 -3.756
C -0.226 -0.292 0.758
C -0.099 0.284 0.455
N -0.731 -0.042 2.451
C -0.554 0.349 -0.156
C 0.488 0.546 -0.090
C 0.375 0.126 0.187
C -0.573 -0.507 -0.185
C 0.251 -0.248 0.512
C 0.017 0.014 0.390
H 0.058 0.040 0.078
H -0.292 -0.008 0.092
H -0.141 0.038 0.034
H 0.008 0.017 -0.087
H 0.252 0.192 -0.060
H 0.256 0.030 -0.078
H -0.169 -0.116 0.054
H 0.220 -0.114 0.017
H 0.055 0.083 -0.043
H -0.001 0.648 -0.122
H 0.020 0.118 -0.029
H -0.100 -0.063 -0.074
H -0.115 -0.191 -0.073
H -0.578 -0.283 0.176

Computed properties:
LUMO energy (alpha / beta): 4.98 / 4.97 eV
electronic energy: -79608.9086 eV
spin multiplicity: 4
Kohn-Sham gap (alpha / beta): 4.80 / 4.79 eV
net charge: -2

---

# 4
The following is a DFT calculation (wB97M-V/def2-TZVPD) of C19H24ClN3O4S in the gas phase.

Each line ends with the Mulliken charge.
Positions of all 52 atoms, in Å:
C1 5.256 1.498 3.171  -0.661
H1 4.420 1.880 3.761  0.296
H2 5.805 0.743 3.727  0.234
H3 5.908 2.332 2.908  0.303
O1 4.777 0.857 1.997  -0.347
C2 4.057 1.640 1.161  0.223
O2 3.820 2.800 1.377  -0.605
C3 3.613 0.887 -0.008  -0.177
C4 2.867 1.308 -1.094  -0.062
C5 2.699 0.192 -1.925  0.529
C6 3.347 -0.871 -1.334  -1.019
N1 3.892 -0.442 -0.181  0.080
H4 4.435 -0.984 0.473  0.199
H5 3.441 -1.878 -1.685  0.488
S1 1.800 0.109 -3.449  1.403
O3 2.598 -0.615 -4.396  -0.746
O4 1.329 1.419 -3.788  -0.656
N2 0.525 -0.906 -3.046  -0.226
H6 0.412 -1.581 -3.787  0.343
C7 -0.713 -0.251 -2.661  -1.776
H7 -0.984 0.519 -3.395  0.359
C8 -0.553 0.402 -1.289  1.112
C9 -1.813 1.167 -0.886  -0.796
C10 -1.607 1.799 0.498  -1.034
N3 -1.222 0.870 1.537  0.265
C11 -2.281 0.215 2.277  -1.829
C12 -3.120 -0.802 1.535  1.291
C13 -2.757 -2.144 1.509  -0.522
C14 -3.502 -3.064 0.792  -0.443
C15 -4.625 -2.663 0.090  -0.706
C16 -4.996 -1.329 0.129  0.431
C17 -4.259 -0.402 0.847  -0.733
H8 -4.575 0.630 0.871  0.413
Cl1 -6.407 -0.809 -0.731  -0.228
H9 -5.211 -3.373 -0.473  0.451
H10 -3.210 -4.103 0.779  0.406
H11 -1.886 -2.472 2.059  0.363
H12 -1.811 -0.272 3.137  0.486
H13 -2.936 1.007 2.656  0.495
C18 -0.085 0.067 1.147  -1.160
C19 -0.240 -0.633 -0.210  -0.393
H14 -1.054 -1.359 -0.165  0.272
H15 0.679 -1.165 -0.458  0.527
H16 0.111 -0.665 1.933  0.324
H17 0.779 0.743 1.090  0.490
H18 -2.512 2.320 0.815  0.434
H19 -0.801 2.539 0.420  0.369
H20 -2.023 1.954 -1.611  0.587
H21 -2.663 0.482 -0.868  0.104
H22 0.277 1.110 -1.357  -0.259
H23 -1.505 -1.005 -2.628  0.533
H24 2.501 2.298 -1.274  0.568

Forces on the atoms, in the same order (eV/Å):
C 0.058 0.309 0.279
H 0.089 -0.036 -0.022
H -0.030 0.032 -0.033
H -0.040 -0.074 0.048
O -0.121 -0.265 -0.365
C 0.056 0.200 0.219
O 0.003 -0.129 -0.082
C -0.290 0.351 -0.346
C 0.260 0.086 0.388
C -0.212 -0.033 -0.441
C -0.049 -0.190 -0.257
N 0.059 -0.114 0.049
H -0.060 0.015 -0.095
H 0.055 -0.234 0.003
S 0.176 -0.567 0.247
O -0.057 -0.228 0.113
O -0.049 0.030 0.371
N 0.730 0.273 -0.422
H 0.142 -0.099 -0.207
C -0.257 0.650 0.362
H -0.121 -0.128 0.070
C -0.452 -0.345 -0.044
C 0.324 0.107 0.058
C -0.142 0.021 -0.150
N -0.045 0.038 0.153
C 0.105 0.100 0.006
C -0.100 -0.110 0.060
C -0.104 0.070 0.071
C 0.038 -0.021 0.002
C -0.058 0.049 -0.057
C 0.143 -0.048 0.079
C -0.032 -0.137 0.069
H -0.048 0.129 -0.014
Cl -0.129 0.047 -0.083
H -0.077 -0.043 -0.055
H 0.016 -0.095 -0.004
H 0.114 -0.021 0.068
H -0.099 0.022 0.005
H -0.005 -0.082 0.058
C 0.057 -0.202 -0.106
C 0.175 0.298 0.076
H 0.029 -0.050 -0.069
H 0.020 -0.067 0.027
H 0.070 0.023 0.045
H 0.072 -0.095 0.004
H 0.019 0.086 0.023
H -0.072 0.091 -0.065
H -0.067 0.053 -0.072
H -0.017 0.008 -0.081
H -0.067 0.090 0.092
H 0.071 -0.013 -0.012
H -0.081 0.248 0.038

Computed properties:
LUMO energy: 0.41 eV
electronic energy: -56110.6559 eV
Kohn-Sham gap: 8.63 eV
net charge: 0